Entry 1:
{
  "formula": "C5H8N3O2",
  "method": "the ωB97M-V functional and the def2-TZVPD basis",
  "homo_ev": [-13.2, -13.4],
  "e_above_lowest_kj_mol": 624.1,
  "spin_multiplicity": 1,
  "gap_ev": [7.60, 7.62],
  "smiles": "Cc1[nH+]n([O-])c(=O)c[n+]1C",
  "total_charge": 1,
  "species": ["C", "C", "N", "N", "O", "C", "O", "C", "N", "C", "H", "H", "H", "H", "H", "H", "H", "H"],
  "coordinates": [[1.829, -1.059, 0.504], [0.676, -0.131, 0.300], [0.331, 0.887, 1.149], [-0.631, 1.707, 1.358], [-0.670, 2.051, 2.603], [-1.531, 1.911, 0.241], [-2.212, 2.823, 0.391], [-1.156, 0.731, -0.666], [-0.234, -0.269, -0.747], [-0.420, -1.334, -1.562], [2.702, -0.668, 0.020], [1.592, -1.958, 0.013], [2.185, -1.438, 1.441], [1.034, 0.969, 1.867], [-1.927, 0.842, -1.516], [0.521, -1.712, -1.939], [-1.137, -1.117, -2.419], [-0.952, -2.236, -1.037]]
}



Entry 2:
{
  "formula": "C5H8N3O3S",
  "method": "the ωB97M-V functional and the def2-TZVPD basis",
  "homo_ev": [-0.9, -4.5],
  "spin_multiplicity": 3,
  "s_squared": 2.01,
  "gap_ev": [4.60, 7.52],
  "total_charge": -1,
  "species": ["C", "C", "C", "C", "C", "N", "N", "N", "O", "O", "O", "S", "H", "H", "H", "H", "H", "H", "H", "H"],
  "coordinates": [[-1.168, 0.344, -0.786], [-0.232, -0.694, -1.505], [0.926, 0.562, 0.592], [-0.361, -2.171, -1.056], [1.462, 1.717, 1.487], [1.180, -0.224, -1.543], [1.574, 0.388, -0.512], [-1.507, 1.356, -1.451], [-1.737, 0.209, 0.444], [-0.449, -1.583, 1.817], [-0.602, 0.699, 2.631], [-0.421, -0.165, 1.474], [-0.559, -0.602, -2.558], [-0.976, -2.848, -1.745], [-0.649, -2.415, -0.064], [0.703, -2.523, -1.110], [0.660, 2.378, 1.786], [2.240, 2.063, 0.776], [2.054, 1.409, 2.348], [-2.137, 2.099, -1.024]]
}



Entry 3:
{
  "formula": "C5H8N3OS",
  "method": "the ωB97M-V functional and the def2-TZVPD basis",
  "homo_ev": -14.1,
  "e_above_lowest_kj_mol": 390.1,
  "spin_multiplicity": 1,
  "gap_ev": 7.45,
  "total_charge": 1,
  "species": ["C", "C", "C", "C", "C", "N", "N", "N", "O", "S", "H", "H", "H", "H", "H", "H", "H", "H"],
  "coordinates": [[-1.435, 0.167, 0.019], [-4.202, 0.138, 0.153], [-1.681, 1.594, 0.529], [0.038, -1.642, -0.660], [1.040, 0.226, 0.323], [-4.017, 1.414, 0.047], [-2.996, 2.098, 0.174], [-0.225, -0.332, -0.122], [-2.402, -0.519, -0.280], [-5.163, -1.069, 0.350], [-1.553, 1.611, 1.652], [-0.886, 2.332, 0.205], [0.698, -2.014, 0.050], [-0.914, -2.110, -0.610], [0.432, -1.397, -1.614], [1.803, -0.392, -0.074], [1.148, 1.289, 0.135], [1.237, 0.168, 1.451]]
}



Entry 4:
{
  "formula": "C5H8N4",
  "method": "the ωB97M-V functional and the def2-TZVPD basis",
  "homo_ev": -7.9,
  "e_above_lowest_kj_mol": 804.0,
  "spin_multiplicity": 1,
  "gap_ev": 7.89,
  "species": ["C", "C", "C", "C", "C", "H", "H", "H", "H", "H", "H", "H", "H", "N", "N", "N", "N"],
  "coordinates": [[-1.610, -0.102, -0.144], [-1.542, 1.197, -0.229], [1.883, 0.543, 0.458], [1.849, -0.840, -0.313], [-0.124, -0.444, -0.122], [-2.045, -2.293, 0.836], [-3.321, -1.268, -0.943], [-2.477, 1.848, -0.411], [-0.126, 2.281, 0.801], [2.784, 1.013, 0.059], [1.811, 0.363, 1.558], [2.759, -1.774, 0.061], [1.986, -0.762, -1.464], [-2.620, -1.048, 0.371], [-0.343, 1.934, -0.210], [0.532, 0.838, -0.096], [0.604, -1.486, -0.210]]
}



Entry 5:
{
  "formula": "C5H8N4O",
  "method": "the ωB97M-V functional and the def2-TZVPD basis",
  "homo_ev": -9.4,
  "e_above_lowest_kj_mol": 309.7,
  "spin_multiplicity": 1,
  "gap_ev": 9.81,
  "smiles": "CNc1cc(=O)nc(N)[nH]1",
  "species": ["C", "N", "C", "C", "C", "O", "N", "C", "N", "N", "H", "H", "H", "H", "H", "H", "H", "H"],
  "coordinates": [[2.722, 0.274, -0.087], [1.674, -0.819, -0.239], [0.385, -0.243, -0.015], [0.225, 1.067, 0.035], [-0.996, 1.759, -0.116], [-1.249, 2.911, 0.001], [-2.248, 0.886, -0.050], [-1.865, -0.321, 0.065], [-2.927, -1.306, -0.357], [-0.682, -1.079, 0.257], [2.589, 0.669, 0.888], [3.631, -0.149, -0.374], [2.677, 1.092, -0.775], [1.845, -1.327, 0.719], [1.150, 1.693, -0.245], [-2.830, -2.193, 0.120], [-3.680, -0.946, 0.267], [-0.421, -1.968, -0.095]]
}



Entry 6:
{
  "formula": "C5H8N4O2",
  "method": "the ωB97M-V functional and the def2-TZVPD basis",
  "homo_ev": -9.8,
  "e_above_lowest_kj_mol": 643.1,
  "spin_multiplicity": 1,
  "gap_ev": 8.99,
  "smiles": "O=[N+]([O-])n1ccnc1.[H]/N=C\\C",
  "species": ["O", "N", "O", "N", "C", "C", "N", "C", "H", "H", "H", "H", "N", "C", "C", "H", "H", "H", "H"],
  "coordinates": [[-4.263, -1.165, -0.413], [-3.073, -1.275, -0.685], [-2.567, -2.196, -1.297], [-2.243, -0.237, -0.314], [-2.666, 1.039, 0.177], [-1.521, 1.761, 0.369], [-0.432, 1.027, 0.060], [-0.881, -0.088, -0.392], [-3.647, 1.323, 0.161], [-1.543, 2.748, 0.958], [-0.185, -0.941, -0.680], [3.077, -1.680, -1.057], [2.231, -1.611, -0.419], [2.289, -0.677, 0.440], [3.336, 0.452, 0.473], [1.323, -0.554, 0.862], [2.636, 1.260, 0.537], [3.921, 0.381, 1.458], [4.210, 0.433, -0.239]]
}



Entry 7:
{
  "formula": "C5H8N4O2S",
  "method": "the ωB97M-V functional and the def2-TZVPD basis",
  "homo_ev": -9.1,
  "e_above_lowest_kj_mol": 295.4,
  "spin_multiplicity": 1,
  "gap_ev": 9.03,
  "species": ["C", "C", "C", "C", "C", "N", "N", "N", "N", "O", "O", "S", "H", "H", "H", "H", "H", "H", "H", "H"],
  "coordinates": [[0.759, -2.104, 1.520], [-2.143, -0.605, 0.380], [0.255, 2.005, -0.775], [0.872, -3.006, 0.391], [-0.753, -1.091, 0.192], [-0.051, -1.130, 1.488], [1.221, 2.938, -1.121], [-0.991, 2.340, -1.009], [0.549, 0.860, -0.298], [-2.520, -1.731, 0.732], [-2.624, 0.517, 0.351], [-0.171, -2.225, -0.927], [1.495, -2.469, 2.256], [1.962, -3.092, 0.163], [0.564, -4.065, 0.609], [0.961, 3.871, -1.313], [2.006, 2.948, -0.459], [-1.223, 3.223, -1.426], [-1.790, 2.042, -0.503], [1.622, 0.774, -0.251]]
}



Entry 8:
{
  "formula": "C5H8N4O3",
  "method": "the ωB97M-V functional and the def2-TZVPD basis",
  "homo_ev": -9.1,
  "e_above_lowest_kj_mol": 171.9,
  "spin_multiplicity": 1,
  "gap_ev": 9.63,
  "smiles": "CN[C@@]12C=NN[C@@](O)(O1)C(O)=N2",
  "species": ["C", "N", "C", "C", "N", "N", "C", "O", "O", "C", "O", "N", "H", "H", "H", "H", "H", "H", "H", "H"],
  "coordinates": [[-0.627, 0.118, 2.014], [0.697, 0.135, 1.434], [0.614, 0.262, 0.034], [1.878, 0.965, -0.571], [2.147, 0.838, -1.794], [1.299, 0.046, -2.583], [0.117, -0.473, -1.998], [-0.520, -1.359, -2.845], [0.428, -0.983, -0.617], [-0.865, 0.663, -1.557], [-1.813, 1.129, -2.356], [-0.413, 1.133, -0.462], [-0.954, -0.976, 2.105], [-1.362, 0.747, 1.567], [-0.367, 0.573, 2.955], [1.307, -0.725, 1.702], [2.481, 1.493, 0.120], [1.663, -0.291, -3.450], [-1.258, -1.733, -2.273], [-2.064, 1.907, -1.935]]
}



Entry 9:
{
  "formula": "C5H8NO",
  "method": "the ωB97M-V functional and the def2-TZVPD basis",
  "homo_ev": -15.4,
  "e_above_lowest_kj_mol": 278.9,
  "spin_multiplicity": 1,
  "gap_ev": 10.16,
  "total_charge": 1,
  "species": ["C", "C", "C", "C", "C", "N", "O", "H", "H", "H", "H", "H", "H", "H", "H"],
  "coordinates": [[-0.726, 0.893, 0.028], [0.997, -0.475, 0.200], [0.474, -0.120, -1.176], [-0.227, -1.233, -1.787], [0.172, 0.574, 2.357], [-0.008, 0.397, 0.943], [1.753, -1.144, 0.741], [-1.539, 1.588, -0.237], [1.120, 0.569, -1.713], [0.410, -1.928, -2.268], [-0.960, -0.909, -2.486], [-0.716, -1.945, -0.983], [0.423, 1.657, 2.509], [0.885, -0.126, 2.566], [-0.810, 0.544, 2.943]]
}



Entry 10:
{
  "formula": "C5H8NO",
  "method": "the ωB97M-V functional and the def2-TZVPD basis",
  "homo_ev": [-12.3, -12.3],
  "e_above_lowest_kj_mol": 580.8,
  "spin_multiplicity": 1,
  "gap_ev": [6.71, 6.71],
  "total_charge": 1,
  "species": ["C", "C", "C", "C", "C", "N", "O", "H", "H", "H", "H", "H", "H", "H", "H"],
  "coordinates": [[-0.587, 0.498, 0.612], [0.313, 1.025, 1.262], [0.298, -1.347, -1.510], [1.526, -0.529, -1.410], [-1.917, 0.308, -0.021], [1.499, 1.256, 1.714], [0.527, 0.156, -1.204], [-0.130, -1.680, -2.496], [0.027, -1.955, -0.635], [2.544, -0.406, -1.254], [-1.939, -0.704, -0.530], [-2.667, 0.586, 0.639], [-2.087, 0.948, -0.904], [1.777, 0.884, 2.613], [2.005, 2.148, 1.488]]
}



Entry 11:
{
  "formula": "C5H8NO2",
  "method": "the ωB97M-V functional and the def2-TZVPD basis",
  "homo_ev": -3.9,
  "e_above_lowest_kj_mol": 41.7,
  "spin_multiplicity": 1,
  "gap_ev": 7.58,
  "smiles": "N/C=C/CCC(=O)[O-]",
  "total_charge": -1,
  "species": ["N", "C", "C", "C", "C", "C", "O", "O", "H", "H", "H", "H", "H", "H", "H", "H"],
  "coordinates": [[-0.061, -2.189, -2.013], [0.307, -1.750, -0.715], [0.172, -0.488, -0.318], [0.437, 0.041, 1.053], [-0.481, 1.208, 1.418], [-0.470, 2.282, 0.305], [0.653, 2.687, -0.069], [-1.592, 2.655, -0.114], [0.625, -2.803, -2.434], [-0.207, -1.402, -2.635], [0.709, -2.562, -0.117], [-0.146, 0.207, -1.092], [1.476, 0.376, 1.106], [0.335, -0.747, 1.797], [-0.251, 1.649, 2.380], [-1.506, 0.837, 1.447]]
}



Entry 12:
{
  "formula": "C5H8NO2",
  "method": "the ωB97M-V functional and the def2-TZVPD basis",
  "homo_ev": -3.9,
  "e_above_lowest_kj_mol": 56.6,
  "spin_multiplicity": 1,
  "gap_ev": 7.29,
  "smiles": "C=CCCNC(=O)[O-]",
  "total_charge": -1,
  "species": ["C", "C", "C", "C", "N", "C", "O", "O", "H", "H", "H", "H", "H", "H", "H", "H"],
  "coordinates": [[0.953, 2.617, -1.329], [0.867, 1.667, -0.420], [0.150, 0.363, -0.709], [0.240, -0.682, 0.428], [-1.068, -1.241, 0.724], [-1.185, -2.453, 1.500], [-0.110, -2.872, 1.972], [-2.361, -2.878, 1.651], [1.503, 3.541, -1.199], [0.523, 2.441, -2.316], [1.146, 1.752, 0.619], [-0.901, 0.559, -0.955], [0.561, -0.115, -1.606], [0.891, -1.507, 0.142], [0.643, -0.234, 1.329], [-1.852, -0.958, 0.169]]
}



Entry 13:
{
  "formula": "C5H8NO2",
  "method": "the ωB97M-V functional and the def2-TZVPD basis",
  "homo_ev": -16.1,
  "e_above_lowest_kj_mol": 372.9,
  "spin_multiplicity": 1,
  "gap_ev": 10.61,
  "smiles": "C[C@H]1CC[N+](=C=O)O1",
  "total_charge": 1,
  "species": ["C", "C", "C", "C", "N", "C", "O", "O", "H", "H", "H", "H", "H", "H", "H", "H"],
  "coordinates": [[0.114, 0.311, -1.549], [0.402, 0.759, -0.136], [-0.512, 0.006, 0.934], [0.372, -1.113, 1.486], [1.502, -0.959, 0.463], [2.028, -1.813, -0.287], [2.743, -2.472, -0.871], [1.698, 0.282, 0.336], [0.917, 0.703, -2.129], [-0.820, 0.611, -1.981], [0.092, -0.740, -1.606], [0.393, 1.788, -0.083], [-1.304, -0.363, 0.221], [-0.966, 0.645, 1.736], [0.950, -0.972, 2.505], [-0.030, -2.091, 1.608]]
}



Entry 14:
{
  "formula": "C5H8NO2S2",
  "method": "the ωB97M-V functional and the def2-TZVPD basis",
  "homo_ev": -4.1,
  "e_above_lowest_kj_mol": 323.5,
  "spin_multiplicity": 1,
  "gap_ev": 7.36,
  "total_charge": -1,
  "species": ["C", "C", "C", "C", "C", "N", "O", "O", "S", "S", "H", "H", "H", "H", "H", "H", "H", "H"],
  "coordinates": [[-0.995, -1.546, 0.010], [1.224, -0.062, 1.290], [1.447, 0.418, -1.128], [-0.800, 0.047, -0.281], [0.486, 0.630, 0.086], [-1.813, 0.651, 0.452], [-0.069, -2.330, 0.087], [-2.175, -1.881, 0.210], [-3.392, -0.041, -0.104], [-2.839, 1.925, -0.196], [1.528, -0.954, 0.884], [1.982, 0.659, 1.602], [0.589, -0.256, 2.126], [1.706, -0.596, -1.080], [1.361, 0.716, -2.130], [2.416, 0.900, -0.828], [-1.015, 0.058, -1.401], [0.358, 1.661, 0.402]]
}



Entry 15:
{
  "formula": "C5H8NO3",
  "method": "the ωB97M-V functional and the def2-TZVPD basis",
  "homo_ev": -15.6,
  "e_above_lowest_kj_mol": 88.5,
  "spin_multiplicity": 1,
  "gap_ev": 10.02,
  "smiles": "O=C1C=[N+](CO)CCO1",
  "total_charge": 1,
  "species": ["O", "C", "C", "N", "C", "O", "C", "C", "O", "H", "H", "H", "H", "H", "H", "H", "H"],
  "coordinates": [[-3.357, -1.299, 0.809], [-2.601, -0.824, 0.036], [-1.214, -1.589, 0.066], [-0.205, -0.800, 0.343], [1.167, -1.282, 0.492], [1.743, -1.161, -0.759], [-0.517, 0.638, 0.395], [-1.438, 1.069, -0.777], [-2.678, 0.291, -0.605], [-1.027, -2.623, 0.077], [1.180, -2.291, 1.024], [1.704, -0.696, 1.243], [1.501, -1.937, -1.422], [0.387, 1.288, 0.359], [-1.178, 0.760, 1.264], [-1.646, 2.098, -0.626], [-0.816, 0.794, -1.713]]
}